This record from OMol25 describes a 2-piece molecular cluster, C6H10Br3IN overall. The level of theory is wB97M-V/def2-TZVPD.

Cartesian coordinates (Å):
Br  -0.273049  -3.371205  3.577166
C  -0.783027  -3.023869  1.720899
C  -1.683451  -1.813713  1.604989
C  -0.690266  -0.645478  1.714137
C  0.536420  -1.253706  1.107742
I  2.159572  -0.248318  0.440523
N  0.421052  -2.537678  1.034030
H  -1.142334  -3.983307  1.369598
H  -2.518235  -1.824471  2.296480
H  -2.071304  -1.786673  0.581814
H  -0.493165  -0.281711  2.725803
H  -0.987773  0.207513  1.103002
H  1.109169  -3.156526  0.616303
Br  -1.213210  1.992402  -2.504858
C  0.718664  2.210801  -2.578163
C  1.151700  3.615416  -2.245953
Br  0.780145  4.843541  -3.693849
H  1.031524  1.911134  -3.573553
H  1.080209  1.498668  -1.841360
H  2.227711  3.647174  -2.086059
H  0.639647  4.000008  -1.368692

Atoms 1-2, force components in eV/Å:
Br -0.1 0.0 0.0
C 0.1 -0.2 0.7

F_max	0.67	eV Å⁻¹
multiplicity	1
orbital gap	7.324	eV
total energy	-8308.8540	Eh
net charge	+1